1.
Below is a molecular structure, C2H7N4O, with properties calculated with wB97M-V/def2-TZVPD.

Cartesian coordinates (Å):
C  1.00  -1.27  -0.02
C  1.92  1.08  0.12
N  -2.53  0.64  -0.02
N  0.85  -2.39  -0.25
N  -1.55  -0.10  -0.33
N  0.88  0.00  0.03
O  -3.66  0.36  0.25
H  2.74  0.82  -0.54
H  2.30  1.37  1.07
H  1.34  1.90  -0.26
H  -2.20  1.68  -0.04
H  0.86  -3.20  0.20
H  -1.68  -1.05  -0.16
H  -0.27  0.17  -0.06

Highest occupied orbital energy = -15.27 eV
ΔE to the lowest compared entry with this formula, charge and spin = 120.4 kcal/mol
Charge = +1

Mulliken atomic charge list, values in e, 8 entries: atom 1 (C): 0.3599, atom 2 (C): -0.8100, atom 3 (N): 0.4427, atom 4 (N): -0.1369, atom 5 (N): -0.4597, atom 6 (N): -0.2038, atom 7 (O): -0.4265, atom 8 (H): 0.3540

***

2.
Below is 2 unconnected molecules or ions with the total composition C9H15N2O2, with properties calculated with wB97M-V/def2-TZVPD.

Cartesian coordinates (Å):
C  -2.46  2.08  0.82
C  -2.90  0.80  1.09
C  -0.83  0.72  0.10
C  0.28  -3.21  -0.98
C  0.10  -2.10  -1.92
C  1.46  -2.19  -1.25
C  -0.31  3.08  -0.05
C  3.25  0.20  0.96
C  1.77  -1.18  -0.30
N  -1.20  2.02  0.32
N  -1.87  0.00  0.62
O  -4.02  0.39  1.67
O  3.02  -0.97  0.07
H  -3.12  3.00  0.94
H  -0.11  -3.18  -0.03
H  0.54  -4.32  -1.22
H  -0.10  -2.40  -3.01
H  -0.56  -1.41  -1.62
H  2.31  -2.72  -1.70
H  0.46  2.78  -0.82
H  -0.79  3.92  -0.49
H  0.41  3.48  0.83
H  2.92  -0.04  1.96
H  2.80  1.09  0.49
H  4.40  0.34  0.94
H  0.87  -0.41  -0.08
H  -1.91  -1.01  0.62
H  -4.43  1.24  2.03

Highest occupied orbital energy = -11.25 eV
ΔE to the lowest compared entry with this formula, charge and spin = 111.2 kcal/mol
Charge = +1

Mulliken atomic charge list, values in e, 8 entries: atom 1 (C): -0.4502, atom 2 (C): 0.3659, atom 3 (C): -0.7272, atom 4 (C): -0.3673, atom 5 (C): -0.5769, atom 6 (C): -0.0406, atom 7 (C): -0.9056, atom 8 (C): -0.5410

***

3.
Below is C4H4OS2 in the gas phase, with properties calculated with wB97M-V/def2-TZVPD.

Cartesian coordinates (Å):
C  -1.51  0.07  -0.03
C  -0.54  1.03  -0.11
C  -0.87  -1.12  0.05
C  0.65  0.38  0.02
O  0.44  -0.93  0.03
S  3.31  -0.70  -0.03
S  2.27  1.07  0.08
H  -2.61  0.08  -0.05
H  -0.76  2.04  -0.20
H  -1.34  -2.04  0.16
H  4.33  -0.22  -0.78

Highest occupied orbital energy = -7.86 eV
ΔE to the lowest compared entry with this formula, charge and spin = 19.9 kcal/mol

Mulliken atomic charge list, values in e, 8 entries: atom 1 (C): -0.2725, atom 2 (C): -0.4996, atom 3 (C): -0.3998, atom 4 (C): 0.2959, atom 5 (O): -0.2725, atom 6 (S): -0.1839, atom 7 (S): -0.1293, atom 8 (H): 0.3223

***

4.
Below is a molecular structure, C16H46HgN3O6, with properties calculated with wB97M-V/def2-TZVPD.

Cartesian coordinates (Å):
Hg  -2.58  -9.86  12.20
O  -1.92  -11.55  13.50
H  -1.38  -12.33  13.25
C  -1.48  -6.45  14.68
C  -1.00  -7.90  14.76
C  -0.60  -8.39  16.17
O  -1.69  -8.41  17.10
C  -1.25  -8.59  18.45
N  -2.08  -8.77  14.44
H  -1.73  -6.20  13.65
H  -0.68  -5.80  15.03
H  -2.35  -6.17  15.27
H  -0.24  -8.08  13.99
H  0.15  -7.67  16.50
H  0.06  -9.25  16.24
H  -2.11  -8.45  19.10
H  -0.59  -7.79  18.81
H  -0.85  -9.60  18.61
H  -1.74  -9.69  14.67
H  -2.80  -8.58  15.12
C  0.36  -15.45  13.85
C  0.30  -15.25  12.38
C  -1.05  -15.83  11.72
O  -1.05  -15.72  10.32
C  -2.30  -16.19  9.83
N  0.35  -13.85  12.00
H  -0.24  -14.78  14.47
H  1.39  -15.38  14.21
H  0.10  -16.44  14.22
H  1.15  -15.70  11.86
H  -1.88  -15.24  12.12
H  -1.25  -16.86  12.00
H  -2.38  -17.25  10.07
H  -2.44  -15.97  8.78
H  -3.18  -15.72  10.27
H  -0.49  -13.42  12.38
H  0.38  -13.78  11.00
C  -4.08  -13.25  9.50
C  -3.18  -12.31  10.42
C  -1.98  -11.74  9.67
O  -1.32  -10.89  10.59
C  0.06  -10.65  10.16
N  -4.10  -11.34  11.01
H  -4.40  -12.79  8.56
H  -4.90  -13.82  9.95
H  -3.39  -14.01  9.14
H  -2.84  -12.90  11.28
H  -2.36  -11.21  8.79
H  -1.32  -12.58  9.47
H  0.58  -10.16  10.98
H  0.12  -9.93  9.35
H  0.62  -11.57  10.01
H  -4.54  -10.91  10.21
H  -4.86  -11.76  11.53
C  2.50  -10.97  15.14
C  1.47  -11.80  14.44
O  0.33  -11.96  15.24
H  2.95  -11.48  15.99
H  2.08  -10.00  15.41
H  3.43  -10.91  14.58
H  1.81  -12.83  14.34
H  1.27  -11.41  13.44
H  -0.46  -11.84  14.70
C  -2.82  -12.10  17.18
C  -3.66  -13.19  16.52
O  -3.03  -13.57  15.32
H  -3.19  -11.89  18.18
H  -2.82  -11.15  16.65
H  -1.78  -12.43  17.26
H  -4.68  -12.90  16.28
H  -3.65  -14.04  17.20
H  -2.73  -12.79  14.85

Highest occupied orbital energy = -11.50 eV
Charge = +1

Mulliken atomic charge list, values in e, 8 entries: atom 1 (Hg): 1.2543, atom 2 (O): -0.6004, atom 3 (H): 0.1968, atom 4 (C): -1.5790, atom 5 (C): 0.4704, atom 6 (C): -0.8387, atom 7 (O): -0.4481, atom 8 (C): -0.7820

***

5.
Below is a molecular structure, C33H38O4P2Pt, with properties calculated with wB97M-V/def2-TZVPD.

Cartesian coordinates (Å):
Pt  -1.62  0.14  -0.83
O  -1.26  -0.34  1.27
P  0.05  0.03  1.95
C  1.40  -1.04  1.35
P  1.75  -0.72  -0.43
O  0.49  -0.28  -1.16
C  3.00  0.56  -0.52
C  2.76  1.69  -1.30
C  3.74  2.67  -1.40
C  4.94  2.52  -0.73
C  5.18  1.39  0.04
C  4.22  0.41  0.14
C  2.34  -2.28  -1.09
C  1.98  -2.60  -2.40
C  2.42  -3.79  -2.96
C  3.23  -4.65  -2.21
C  3.60  -4.32  -0.92
C  3.15  -3.13  -0.35
C  -0.09  -0.24  3.72
C  -0.12  0.82  4.62
C  -0.23  0.55  5.98
C  -0.31  -0.77  6.42
C  -0.29  -1.82  5.51
C  -0.19  -1.56  4.16
C  0.55  1.73  1.63
C  1.74  2.21  2.17
C  2.13  3.52  1.93
C  1.32  4.35  1.17
C  0.13  3.89  0.64
C  -0.26  2.58  0.87
H  1.08  -2.08  1.45
H  2.29  -0.89  1.96
H  1.82  1.79  -1.83
H  3.56  3.55  -2.01
H  5.71  3.28  -0.82
H  6.13  1.27  0.55
H  4.41  -0.48  0.73
H  1.36  -1.92  -2.97
H  2.15  -4.05  -3.97
H  3.58  -5.58  -2.65
H  4.23  -4.98  -0.35
H  3.44  -2.88  0.66
H  -0.06  1.84  4.28
H  -0.25  1.36  6.68
H  -0.40  -0.97  7.48
H  -0.37  -2.84  5.86
H  -0.20  -2.37  3.44
H  2.36  1.55  2.77
H  3.06  3.88  2.34
H  1.62  5.38  1.01
H  -0.50  4.56  0.07
H  -1.22  2.21  0.50
C  -2.81  -3.90  -2.23
C  -4.18  -3.30  -1.91
C  -3.94  -1.79  -1.97
O  -2.50  -1.62  -1.89
C  -1.87  -2.89  -1.59
H  -2.64  -3.94  -3.30
H  -2.67  -4.90  -1.81
H  -4.51  -3.60  -0.91
H  -4.95  -3.61  -2.62
H  -4.43  -1.26  -1.15
H  -4.26  -1.36  -2.91
H  -1.83  -3.04  -0.50
H  -0.86  -2.87  -2.00
C  -3.42  3.34  -2.92
C  -4.58  3.28  -1.91
C  -4.04  2.35  -0.85
O  -3.35  1.33  -1.63
C  -2.87  1.92  -2.88
H  -2.67  4.06  -2.59
H  -3.75  3.62  -3.91
H  -5.47  2.85  -2.38
H  -4.84  4.26  -1.51
H  -4.79  1.85  -0.25
H  -3.32  2.87  -0.21
H  -3.25  1.30  -3.69
H  -1.77  1.90  -2.90

⟨S²⟩ = 2.004
2S+1 = 3
Highest occupied orbital energy (spin up / spin down) = -14.36 / -14.36 eV
Charge = +2

Mulliken atomic charge list, values in e, 8 entries: atom 1 (Pt): 2.8732, atom 2 (O): -1.2229, atom 3 (P): 1.0908, atom 4 (C): -1.2357, atom 5 (P): 0.6390, atom 6 (O): -1.1857, atom 7 (C): 0.6992, atom 8 (C): -0.4479

***

6.
Below is a molecular structure, C14H32N2O10Sr, with properties calculated with wB97M-V/def2-TZVPD.

Cartesian coordinates (Å):
Sr  -13.51  9.34  -24.78
O  -16.34  11.15  -27.66
C  -15.55  10.62  -26.82
O  -14.78  11.27  -26.11
O  -15.56  9.42  -26.68
H  -16.55  10.25  -27.93
O  -12.90  13.17  -25.59
C  -11.74  12.52  -25.31
O  -11.78  11.25  -25.18
O  -10.69  13.14  -24.95
H  -13.50  12.52  -25.96
C  -14.96  6.44  -30.17
O  -13.89  6.94  -30.89
C  -13.69  8.33  -30.83
C  -14.68  8.94  -31.90
N  -14.50  10.36  -32.06
C  -15.29  11.24  -31.16
C  -15.15  12.71  -31.57
O  -13.86  13.10  -31.95
C  -13.76  14.50  -32.32
H  -15.14  5.36  -30.23
H  -15.77  7.17  -30.25
H  -14.73  6.50  -29.11
H  -12.64  8.45  -31.11
H  -13.51  8.66  -29.81
H  -15.72  8.77  -31.62
H  -14.64  8.57  -32.93
H  -13.98  10.81  -32.80
H  -14.81  11.33  -30.18
H  -16.29  10.81  -31.15
H  -15.33  13.46  -30.80
H  -15.88  12.75  -32.38
H  -14.15  15.10  -31.49
H  -14.39  14.67  -33.19
H  -12.75  14.77  -32.61
C  -13.36  11.91  -22.14
O  -14.43  11.31  -22.90
C  -15.73  11.14  -22.31
C  -16.47  10.01  -23.09
N  -15.65  8.85  -23.11
C  -16.39  7.73  -23.80
C  -15.40  6.54  -24.16
O  -14.31  6.99  -24.83
C  -13.59  6.07  -25.56
H  -13.03  11.11  -21.48
H  -13.79  12.79  -21.64
H  -12.44  12.07  -22.69
H  -16.32  12.06  -22.27
H  -15.68  10.83  -21.27
H  -16.48  10.49  -24.07
H  -17.44  9.93  -22.61
H  -15.54  8.55  -22.15
H  -16.76  8.12  -24.74
H  -17.24  7.39  -23.21
H  -15.98  5.78  -24.69
H  -15.27  6.04  -23.20
H  -13.18  5.37  -24.83
H  -12.74  6.27  -26.22
H  -14.29  5.43  -26.09

⟨S²⟩ = 0.755
2S+1 = 2
Highest occupied orbital energy (spin up / spin down) = -9.11 / -9.11 eV
ΔE to the lowest compared entry with this formula, charge and spin = 59.1 kcal/mol
Charge = +1

Mulliken atomic charge list, values in e, 8 entries: atom 1 (Sr): 1.7035, atom 2 (O): -0.5142, atom 3 (C): 0.8947, atom 4 (O): -0.8020, atom 5 (O): -0.7553, atom 6 (H): 0.2884, atom 7 (O): -0.4595, atom 8 (C): 0.4803

***

7.
Below is a molecular structure, C32H43N7O12P3S3Ti, with properties calculated with wB97M-V/def2-TZVPD.

Cartesian coordinates (Å):
Ti  -0.27  0.13  0.65
C  -1.71  -3.34  5.13
N  -1.55  -3.96  3.83
C  -1.74  -5.30  3.55
C  -1.49  -5.47  2.25
N  -1.13  -4.24  1.72
C  -1.19  -3.30  2.70
S  -0.98  -1.61  2.74
C  -0.75  -4.10  0.35
C  -1.61  -4.59  -0.61
C  -1.19  -4.53  -1.93
C  0.05  -3.98  -2.21
C  0.81  -3.50  -1.15
N  0.43  -3.56  0.12
H  -2.03  -4.10  5.83
H  -2.46  -2.55  5.07
H  -0.77  -2.91  5.46
H  -2.03  -6.00  4.32
H  -1.48  -6.36  1.64
H  -2.59  -4.97  -0.34
H  -1.82  -4.90  -2.72
H  0.42  -3.91  -3.22
H  1.78  -3.05  -1.34
C  0.33  3.57  -7.56
C  -0.08  2.89  -6.29
C  0.75  1.96  -5.67
C  0.37  1.34  -4.50
C  -0.86  1.65  -3.93
C  -1.71  2.56  -4.53
C  -1.32  3.18  -5.71
S  -1.40  0.81  -2.48
O  -2.65  1.40  -2.07
O  -1.40  -0.60  -2.78
N  -0.26  1.05  -1.32
C  -0.07  2.36  -0.86
C  -0.42  3.55  -1.50
C  -0.13  4.72  -0.83
C  0.46  4.68  0.43
C  0.76  3.46  0.98
N  0.53  2.31  0.32
H  1.30  3.22  -7.91
H  0.39  4.65  -7.42
H  -0.40  3.39  -8.35
H  1.71  1.72  -6.12
H  1.01  0.59  -4.04
H  -2.67  2.79  -4.09
H  -1.98  3.88  -6.19
H  -0.90  3.57  -2.46
H  -0.37  5.67  -1.29
H  0.70  5.59  0.97
H  1.25  3.38  1.94
N  -4.90  -0.18  1.87
C  -4.13  0.35  0.66
C  -5.15  0.89  -0.34
P  -3.09  1.70  1.43
O  -3.09  2.94  0.44
O  -3.71  1.99  2.74
O  -1.64  1.20  1.44
P  -3.22  -1.18  0.04
O  -3.66  -1.44  -1.44
O  -3.67  -2.26  0.96
O  -1.71  -0.89  -0.03
H  -4.70  0.44  2.67
H  -4.57  -1.16  2.01
H  -5.90  -0.19  1.67
H  -5.75  1.67  0.13
H  -5.80  0.09  -0.68
H  -4.64  1.31  -1.20
H  -3.72  3.62  0.72
H  -2.97  -1.19  -2.09
N  0.53  0.78  2.77
C  1.86  0.45  3.26
C  2.67  1.45  3.79
C  4.03  1.20  4.00
C  4.56  -0.04  3.68
C  3.70  -1.08  3.34
C  2.36  -0.83  3.10
S  6.31  -0.27  3.36
O  6.54  -1.68  3.58
O  6.99  0.66  4.22
O  6.33  0.09  1.93
H  0.41  1.79  2.80
H  -0.17  0.42  3.41
H  2.26  2.43  3.99
H  4.69  1.99  4.34
H  4.13  -2.06  3.18
H  1.72  -1.63  2.73
C  3.75  1.32  0.38
P  2.95  -0.11  -0.27
C  2.81  0.16  -2.04
C  3.92  -1.59  0.01
O  1.50  -0.32  0.30
H  4.81  1.23  0.16
H  3.67  1.36  1.46
H  3.32  2.22  -0.08
H  3.71  0.69  -2.37
H  1.94  0.78  -2.24
H  2.74  -0.78  -2.58
H  4.28  -1.97  -0.94
H  3.30  -2.34  0.51
H  4.78  -1.33  0.64

Highest occupied orbital energy = -9.71 eV
ΔE to the lowest compared entry with this formula, charge and spin = 36.8 kcal/mol
Charge = +1

Mulliken atomic charge list, values in e, 8 entries: atom 1 (Ti): 0.4161, atom 2 (C): -0.8221, atom 3 (N): 0.2851, atom 4 (C): -0.8932, atom 5 (C): -0.2339, atom 6 (N): 0.6094, atom 7 (C): 0.1391, atom 8 (S): -0.4796

***

8.
Below is 2 unconnected molecules or ions with the total composition C9H14, with properties calculated with wB97M-V/def2-TZVPD.

Cartesian coordinates (Å):
C  0.11  -0.93  -2.59
C  -2.18  0.21  0.83
C  -2.35  0.92  -0.39
C  -1.14  -0.64  0.93
C  -1.50  0.65  -1.46
C  -0.36  -1.07  -0.17
C  -0.56  -0.40  -1.35
H  -2.90  0.44  1.61
H  -3.16  1.57  -0.67
H  -0.87  -1.09  1.89
H  -1.58  1.29  -2.35
H  0.37  -1.83  0.09
H  -0.30  -0.41  -3.49
H  -0.17  -1.96  -2.79
H  1.20  -1.01  -2.74
C  2.09  -0.11  1.95
C  1.62  1.13  1.20
H  2.33  0.14  3.01
H  1.35  -0.92  2.07
H  3.06  -0.40  1.56
H  1.02  1.82  1.79
H  1.29  1.01  0.17
H  2.62  1.57  0.92

Highest occupied orbital energy = -9.04 eV
ΔE to the lowest compared entry with this formula, charge and spin = 25.5 kcal/mol

Mulliken atomic charge list, values in e, 8 entries: atom 1 (C): -1.4608, atom 2 (C): -0.8849, atom 3 (C): -0.3010, atom 4 (C): -0.0567, atom 5 (C): -0.5590, atom 6 (C): -0.6418, atom 7 (C): 1.1320, atom 8 (H): 0.3964